[1]
19
Properties=species:S:1:pos:R:3 method="wB97M-V/def2-TZVPD" orbital_gap_ev=11.609 e_homo_ev=-10.547 total_charge=0 energy_ev=-5410.0676 smiles=CCC.CC molar_mass_g_mol=74.17 relative_energy_kcal_mol=45.7
C 0.39 -0.45 1.77
C -0.08 -1.76 2.42
C -0.04 0.06 -3.21
C 0.19 1.35 -2.42
C -0.55 0.71 1.98
H -1.08 -0.04 -3.66
H -0.07 1.41 2.65
H 0.32 -1.69 3.52
H -1.17 -1.98 2.47
H 0.59 -0.63 0.57
H 0.07 -0.77 -2.59
H -1.55 0.66 2.30
H 1.09 1.95 -2.83
H -0.78 1.91 -2.58
H 0.64 1.15 -1.46
H 0.50 -2.63 2.04
H 0.68 0.03 -3.97
H 1.52 -0.31 2.13
H -0.67 1.05 0.86


[2]
17
Properties=species:S:1:pos:R:3 method="wB97M-V/def2-TZVPD" orbital_gap_ev=11.610 e_homo_ev=-11.478 total_charge=0 energy_ev=-33039.2200 smiles="O=C(F)NC(=O)OC(=O)OP(=O)(O)O" molar_mass_g_mol=231.03 relative_energy_kcal_mol=4.8
P -2.62 0.00 -0.16
F 4.51 0.51 0.88
O 4.40 -1.30 -0.32
O -3.21 -0.43 1.24
O 1.49 -1.36 0.35
O -0.17 0.43 1.84
O -1.55 1.13 0.20
O -3.75 0.86 -0.85
O -2.12 -1.07 -1.01
O 0.52 0.59 -0.30
N 2.78 0.39 -0.51
C 1.59 -0.26 -0.09
C 3.94 -0.25 -0.01
C -0.36 0.64 0.70
H -4.14 -0.61 1.10
H -4.13 0.30 -1.54
H 2.83 0.40 -1.52


[3]
20
Properties=species:S:1:pos:R:3 method="wB97M-V/def2-TZVPD" orbital_gap_ev=7.968 e_homo_ev=-8.032 total_charge=0 energy_ev=-42448.8917 smiles="OCP1=c2ccsc2=c2sccc2=1" molar_mass_g_mol=226.26 relative_energy_kcal_mol=91.0
S 2.12 2.32 -0.46
S 1.93 0.25 2.75
P -0.19 -1.31 -0.52
O -2.85 0.58 -0.77
C 0.14 -0.75 1.15
C -2.18 -0.91 -0.87
C 1.37 0.83 -0.01
C -0.04 -1.33 2.38
C 0.84 -0.99 3.31
C 0.90 0.82 -2.24
C 1.07 0.19 1.21
C 1.02 0.06 -1.08
C 1.62 1.99 -2.06
H -2.06 -0.92 -1.83
H -0.87 -2.06 2.47
H 1.66 2.71 -2.83
H 0.69 -1.18 4.46
H 0.38 0.54 -3.07
H -2.95 0.86 -1.61
H -2.59 -1.73 -0.38


[4]
42
Properties=species:S:1:pos:R:3 method="wB97M-V/def2-TZVPD" orbital_gap_ev=9.871 e_homo_ev=-9.249 total_charge=0 energy_ev=-30789.3494 smiles="O=C(CNC(=O)c1ccccc1F)OCC(=O)N1CCCCC1" molar_mass_g_mol=322.34 relative_energy_kcal_mol=5.9
F 2.35 0.34 -0.20
O 3.58 -3.26 -1.22
O -0.50 -0.37 0.02
O -1.31 -2.17 -1.62
O 0.06 -1.19 -3.11
N 1.57 -2.36 -0.72
N -1.99 1.21 -0.56
C 0.86 -3.05 -1.78
C 3.49 -1.63 0.50
C 4.70 -0.10 2.50
C 4.43 -2.19 1.36
C -0.15 -2.04 -2.29
C -4.25 2.02 -0.14
C 5.02 -1.44 2.36
C 3.79 0.49 1.64
C -3.69 3.05 0.84
C -3.19 1.69 -1.20
C -1.40 2.18 0.35
C 2.90 -2.48 -0.58
C -2.13 -1.01 -1.61
C -2.39 2.53 1.45
C 3.20 -0.27 0.65
C -1.47 -0.02 -0.63
H -3.11 -1.33 -1.26
H 5.16 0.49 3.28
H -2.60 1.64 2.05
H -1.95 3.29 2.11
H 5.74 -1.90 3.03
H -0.49 1.74 0.76
H -3.50 3.99 0.31
H -4.42 3.25 1.62
H 3.54 1.54 1.72
H 0.34 -3.93 -1.39
H 4.68 -3.23 1.23
H -5.14 2.40 -0.63
H -2.18 -0.59 -2.62
H -1.14 3.08 -0.22
H 1.58 -3.34 -2.55
H -2.95 2.59 -1.76
H 1.04 -1.66 -0.21
H -4.51 1.11 0.40
H -3.58 0.94 -1.89


[5]
15
Properties=species:S:1:pos:R:3 method="wB97M-V/def2-TZVPD" orbital_gap_ev=9.401 e_homo_ev=-9.211 total_charge=0 energy_ev=-10773.5449 molar_mass_g_mol=113.12 relative_energy_kcal_mol=143.0
O -0.29 2.71 0.95
N 0.34 -0.07 -0.81
N -0.11 2.27 -0.37
N -1.28 0.72 0.86
C -0.28 0.81 -0.17
C 1.27 -2.16 -0.46
C -0.05 -1.31 -0.71
C -1.45 1.88 1.33
H 0.78 2.39 -0.35
H 2.26 -1.41 -0.88
H -0.75 -1.47 0.04
H -2.28 2.42 2.01
H 1.34 -2.10 0.70
H 1.39 -3.19 -0.65
H -0.89 -1.49 -1.48


[6]
7
Properties=species:S:1:pos:R:3 method="wB97M-V/def2-TZVPD" orbital_gap_ev="7.752 / 9.148" e_homo_ev="-8.845 / -9.798" total_charge=0 energy_ev=-17450.4432 molar_mass_g_mol=204.93 relative_energy_kcal_mol=58.1
I 2.54 0.22 0.01
F 0.26 0.21 -1.74
O -0.52 -2.93 -0.29
O 1.64 -2.78 0.26
N 0.57 -2.47 -0.16
C 0.51 0.01 -0.49
H -0.12 0.45 0.12


[7]
12
Properties=species:S:1:pos:R:3 method="wB97M-V/def2-TZVPD" orbital_gap_ev=9.395 e_homo_ev=-9.490 total_charge=0 energy_ev=-54300.6962 smiles="C/C(Cl)=C/C(Cl)(Cl)Cl" molar_mass_g_mol=193.89 relative_energy_kcal_mol=31.0
Cl 1.35 -2.91 0.02
Cl -1.24 -2.44 -1.11
Cl -2.02 0.56 0.88
Cl -0.72 -2.04 1.70
C 0.37 -0.46 -0.14
C -0.03 -1.81 0.07
C -0.36 0.77 0.24
C 0.24 2.04 -0.22
H -0.47 2.36 -1.01
H 1.18 1.66 -0.64
H 0.39 2.62 0.78
H 1.31 -0.34 -0.57


[8]
173
Properties=species:S:1:pos:R:3 method="wB97M-V/def2-TZVPD" orbital_gap_ev=7.771 e_homo_ev=-8.429 total_charge=0 energy_ev=-316907.7889 molar_mass_g_mol=1725.24
I 0.59 -3.84 -4.06
I 2.64 -1.22 -4.21
Br -0.30 -0.55 2.15
Br -2.75 -2.44 1.61
Cl -0.29 -0.62 -2.72
S 1.53 2.09 -2.18
P 4.36 3.37 -0.06
P 3.10 1.66 0.41
O -0.32 -7.62 7.39
O 5.19 1.63 6.68
O 4.66 3.65 -1.52
O 7.15 -0.01 -4.66
O 7.17 -2.63 -10.04
O 2.98 1.25 -2.15
O 1.12 2.09 -3.65
O -7.55 8.38 -0.25
O -7.16 0.85 1.28
O -0.21 -6.96 2.54
O -6.66 8.25 -2.23
O -9.23 0.52 2.16
O 5.86 -0.17 7.70
O 4.24 -0.36 6.12
O -2.24 -7.78 6.18
O -8.28 7.09 6.33
O -7.75 -1.06 2.37
O -2.35 -6.98 8.19
O 1.62 3.44 -8.13
O 8.87 -1.28 -9.93
O -0.50 -7.71 0.41
O -6.52 6.45 -0.86
O 1.68 3.58 -1.89
O -0.31 3.27 -9.32
O -1.69 -8.52 2.17
O -1.01 1.64 -1.90
O 5.03 -3.59 1.62
O -9.75 5.52 5.98
O 3.51 4.75 0.55
O 5.82 3.32 0.83
O 7.49 -1.42 -8.14
O -0.39 4.10 -7.30
O -8.58 6.34 4.21
O 3.56 -4.94 2.72
C -1.47 -8.32 5.10
C -6.87 7.58 -1.09
C -0.19 2.12 0.21
C -2.36 -9.39 1.27
C 2.34 -4.56 -1.72
C 7.81 -1.75 -9.26
C 0.44 2.72 -10.40
C -9.59 1.82 1.69
C 5.49 0.35 -2.20
C 0.43 3.59 -8.24
C -5.95 7.52 -3.22
C -7.30 7.99 5.84
C 0.26 4.48 -6.09
C -1.79 2.12 0.57
C 2.29 -1.86 0.29
C -1.71 -6.61 9.42
C 2.80 -2.56 2.72
C 4.62 -0.18 -0.96
C -7.85 7.78 1.02
C -2.15 -2.43 -1.32
C -0.77 -7.73 1.59
C 6.01 -3.21 -9.44
C -1.51 -7.48 7.26
C -8.84 6.32 5.39
C 3.83 -3.76 2.37
C -1.65 -1.81 0.03
C 2.32 -1.87 -2.17
C -10.43 4.64 5.09
C 1.97 -0.82 -0.94
C 1.44 -3.26 -2.08
C 6.85 -0.57 -2.20
C -2.52 3.49 0.15
C 0.39 -0.34 -0.98
C 9.65 -0.33 -9.22
C 4.35 2.26 5.71
C 2.91 -1.34 1.64
C -6.43 -1.56 2.13
C -4.12 3.36 0.02
C 5.79 -1.58 7.91
C 5.02 0.30 6.77
C -7.96 0.17 1.88
C 0.19 1.30 -1.10
C -0.54 -0.91 0.17
C 3.06 0.35 -0.98
C 0.79 -6.07 2.05
C 7.27 -1.05 -3.66
H 3.37 -2.33 -2.03
H 10.48 -0.02 -9.86
H -10.63 1.99 1.98
H -5.69 -0.92 2.62
H 10.06 -0.77 -8.31
H -2.27 4.32 0.90
H -8.97 2.59 2.16
H -4.48 3.61 -1.03
H -4.41 2.30 0.31
H -3.08 -9.98 1.85
H 5.04 0.22 -3.23
H -6.91 8.56 6.69
H 1.00 5.26 -6.28
H -0.50 4.87 -5.41
H 1.81 -5.25 -0.95
H 5.27 -2.44 -9.22
H -2.32 1.17 0.24
H 0.60 -3.23 -1.32
H 6.73 -0.39 -5.46
H -1.25 -7.48 9.88
H 0.91 1.79 -10.09
H 5.19 0.24 -0.04
H 0.73 3.61 -5.62
H 0.43 1.95 1.14
H -8.48 6.90 0.89
H 4.72 -1.30 -0.82
H -4.95 7.25 -2.86
H -0.73 -7.61 4.75
H -0.89 2.60 -2.11
H 3.14 -2.14 3.72
H 6.75 -1.47 -1.49
H 7.72 0.06 -1.78
H -7.74 8.69 5.13
H -6.37 -2.56 2.57
H -1.37 -2.97 -1.96
H 4.56 1.87 4.71
H 4.05 -1.17 1.52
H 2.49 -0.43 2.15
H -0.02 3.24 -0.04
H -2.69 -1.59 -1.91
H 1.17 -5.50 2.90
H 2.53 -5.23 -2.63
H 8.37 -1.35 -3.62
H -1.81 2.10 1.73
H -10.99 5.21 4.35
H 1.62 -6.62 1.61
H 6.51 -1.84 8.68
H -2.48 -6.22 10.09
H 6.52 3.76 0.30
H 5.87 1.42 -2.10
H -6.93 7.52 1.55
H 3.28 5.31 -0.23
H -0.97 -5.82 9.24
H 3.36 -4.32 -1.28
H -2.16 -8.53 4.28
H 0.36 -5.36 1.33
H -9.52 1.87 0.61
H 3.30 2.12 5.97
H 9.05 0.56 -8.98
H 1.77 -3.03 2.72
H -2.96 -3.21 -1.14
H -1.00 -9.26 5.39
H -4.61 4.12 0.74
H -6.51 6.63 -3.51
H -6.47 7.45 5.39
H 5.59 -2.88 2.02
H -0.26 2.51 -11.21
H 1.18 3.43 -10.76
H -9.72 3.96 4.61
H -1.66 -10.08 0.80
H -6.23 -1.64 1.06
H 1.43 -2.57 0.53
H 5.58 -3.91 -10.16
H -5.83 8.16 -4.09
H 6.05 -2.12 7.00
H 4.58 3.32 5.72
H 3.12 -2.62 -0.01
H -2.92 -8.82 0.52
H -8.39 8.52 1.61
H 3.78 1.16 1.59
H -2.15 3.86 -0.88
H 6.66 -1.97 -3.99
H -11.13 4.05 5.68
H 6.28 -3.77 -8.54
H 4.79 -1.87 8.25